No. 1
DFT (wB97M-V/def2-TZVPD) results for a 8-piece molecular cluster, C50H45Cl14O6P overall at a distorted geometry.

The SMILES is CC(=O)OCCCCCCOP(=O)(O)O.Clc1ccccc1Cl.Clc1ccccc1Cl.Clc1ccccc1Cl.Clc1ccccc1Cl.Clc1ccccc1Cl.Clc1ccccc1Cl.Clc1ccccc1Cl. As for the total charge: 0. Its largest force on an atom is 2.27 eV/Å. The value obtained for the HOMO energy is -9.163 eV. As for the HOMO-LUMO gap: 9.586 eV.

```
116
Properties=species:S:1:pos:R:3:mulliken_charge:R:1
Cl -0.90 -3.92 -3.10 -0.221
Cl -4.70 -6.01 4.57 -0.147
Cl 1.11 -4.63 7.54 -0.210
Cl 10.06 0.35 -8.36 -0.202
Cl 8.72 -2.58 -6.15 -0.236
Cl 6.93 -2.27 -3.52 -0.218
Cl -0.62 6.69 -3.54 -0.232
Cl 2.32 13.22 -4.51 -0.202
Cl -1.51 -6.01 6.35 -0.138
Cl 2.68 10.05 -4.31 -0.209
Cl -6.05 -3.44 6.08 -0.161
Cl -2.47 4.08 -3.53 -0.155
Cl 1.50 -2.38 -4.54 -0.107
Cl 12.19 2.73 -8.44 -0.202
P -4.88 1.11 5.87 0.772
O -5.07 1.34 0.37 -0.590
O -5.09 2.00 7.16 -0.531
O -3.73 0.09 6.21 -0.386
O -6.25 0.30 5.75 -0.488
O -4.14 -0.25 1.67 -0.307
O -4.60 1.92 4.69 -0.458
C -5.89 -5.00 6.82 0.258
C -5.69 -7.45 8.13 -0.514
C -2.44 -1.67 5.15 -1.146
C -5.31 -6.09 6.18 0.354
C -2.65 -5.38 8.71 0.180
C -0.41 3.71 -6.91 -0.567
C -2.67 -4.84 9.98 -0.728
C -6.27 -6.36 8.77 -0.532
C 0.38 4.85 -6.92 -0.583
C 11.44 -0.54 -6.25 0.428
C 13.40 0.52 -5.36 -0.371
C -1.52 -4.25 10.50 -0.426
C -3.10 -0.99 1.04 -0.727
C -1.49 -5.33 7.94 0.096
C -3.34 2.09 1.82 -0.783
C 7.05 -3.02 -6.14 0.388
C -2.18 -1.57 2.11 -0.174
C -6.36 -5.14 8.12 -0.530
C -0.37 -4.20 9.74 -0.594
C 6.28 -2.89 -5.00 0.210
C -1.88 -1.48 -2.59 -0.275
C -0.31 12.70 -4.62 -0.517
C -4.23 1.05 1.22 0.599
C -5.22 -7.31 6.84 -0.394
C 12.47 -0.51 -5.32 -0.728
C 11.35 0.44 -7.22 0.142
C 4.38 -3.75 -6.19 -0.463
C 4.94 -3.26 -5.02 -0.299
C 0.20 -0.14 -3.83 -0.599
C 0.00 9.95 -4.47 0.196
C -2.54 -2.92 4.29 0.007
C -3.82 -1.11 5.38 0.907
C 0.96 12.15 -4.52 0.523
C 1.12 10.78 -4.44 -0.097
C -1.36 4.40 -4.82 0.298
C 13.31 1.51 -6.32 -0.497
C -1.28 3.49 -5.86 -0.421
C 0.19 -1.53 -3.79 0.302
C -1.42 11.87 -4.64 -0.379
C 6.49 -3.51 -7.31 -0.445
C 12.28 1.47 -7.25 0.427
C -0.56 5.53 -4.82 0.358
C -1.26 10.49 -4.56 -0.537
C 5.15 -3.87 -7.34 -0.559
C -0.85 -2.20 -3.17 0.226
C 0.31 5.76 -5.88 -0.341
C -2.96 -2.66 2.84 -0.681
C -0.83 0.58 -3.25 -0.412
C -0.35 -4.73 8.46 0.465
C -1.87 -0.09 -2.63 -0.776
H 14.03 2.31 -6.35 0.389
H -2.45 1.68 2.28 0.235
H -0.82 1.66 -3.27 0.434
H -1.91 2.60 -5.85 0.469
H 4.72 -4.26 -8.25 0.373
H -4.20 -0.81 4.41 0.182
H -5.62 -8.40 8.64 0.378
H -2.13 9.84 -4.58 0.380
H -6.81 -4.29 8.62 0.430
H -6.39 0.05 4.83 0.368
H -3.93 2.62 2.56 0.257
H 7.10 -3.60 -8.20 0.394
H -1.30 -2.01 1.64 0.449
H 3.34 -4.04 -6.21 0.364
H 0.13 8.88 -4.41 0.069
H -3.32 -3.52 4.72 -0.450
H 4.33 -3.16 -4.13 0.422
H -0.43 13.77 -4.68 0.388
H -1.82 -0.89 4.73 0.299
H -2.53 -0.41 0.31 0.195
H -3.53 -1.83 0.50 0.431
H -1.97 -1.95 6.09 0.432
H 10.72 -1.34 -6.22 -0.063
H -0.35 3.00 -7.72 0.391
H -2.68 0.46 -2.17 0.531
H -4.77 -8.16 6.34 0.409
H -2.70 -2.00 -2.11 0.493
H -1.65 -3.52 4.37 0.452
H -5.99 2.34 7.09 0.336
H 14.21 0.55 -4.63 0.369
H -3.09 2.80 1.04 0.368
H 0.52 -3.73 10.14 0.425
H -4.53 -1.82 5.83 -0.399
H 1.02 0.38 -4.31 0.416
H -2.84 -3.60 2.30 0.542
H -3.54 -5.84 8.30 0.154
H -3.57 -4.88 10.57 0.404
H 1.07 5.03 -7.74 0.380
H -6.64 -6.45 9.78 0.411
H -2.41 12.30 -4.71 0.369
H -4.02 -2.41 2.83 0.312
H 12.54 -1.28 -4.57 0.384
H -1.53 -3.83 11.50 0.378
H 0.93 6.64 -5.89 0.417
H -1.91 -0.73 2.74 -0.009
```


No. 2
DFT (wB97M-V/def2-TZVPD) results for C50H45ClInN7O10S as an isolated structure.

Its relative energy (zero: lowest compared OMol25 entry of this formula, charge and spin) is 8.0 kcal per mole. As for the total charge: 0. Its largest force on an atom is 0.61 eV/Å. The value obtained for the HOMO energy is -8.097 eV. As for the HOMO-LUMO gap: 6.619 eV.

```
115
Properties=species:S:1:pos:R:3:mulliken_charge:R:1
In -0.08 1.04 0.06 2.590
Cl 0.59 2.82 -2.78 -0.206
S -3.09 2.23 -1.21 1.765
O 3.49 1.29 2.10 -0.545
O -1.28 2.79 0.81 -0.346
O 4.26 2.03 3.96 -0.655
O -5.23 -3.83 -2.39 -0.608
O 2.56 6.13 5.69 -0.647
O -5.14 -4.89 -0.52 -0.597
O -4.02 1.41 -0.37 -0.800
O -2.28 4.08 2.33 -0.744
O 0.51 6.67 5.33 -0.632
O 0.87 1.50 1.94 -0.199
N 1.48 5.97 5.15 1.043
N -1.45 -0.37 -1.39 0.732
N 1.72 -0.60 -1.28 0.504
N 3.41 2.00 3.08 1.074
N -1.81 0.06 1.23 1.586
N 0.90 -1.13 1.32 0.484
N -4.87 -3.95 -1.23 0.969
C -4.20 -2.68 0.68 -0.829
C 0.17 4.68 3.50 -0.415
C 0.78 -1.16 2.64 -0.674
C -4.66 4.25 -0.24 -0.230
C 3.84 -3.67 -3.49 2.239
C -2.53 -0.92 0.65 -1.106
C -3.18 -2.05 -1.45 0.928
C 1.35 4.85 4.22 -0.779
C -3.76 -1.27 2.68 -0.864
C -4.06 -2.87 -0.64 0.022
C -3.02 6.26 -1.26 -0.830
C 2.41 3.97 4.07 -0.270
C -4.72 1.63 -5.44 -0.530
C -3.74 2.03 -2.89 0.098
C 3.76 -3.17 3.86 2.035
C 2.69 -1.41 -3.31 -1.452
C -3.08 -0.22 3.23 -1.454
C -3.08 -2.07 -2.86 -0.705
C 2.76 -2.47 2.96 0.548
C -2.22 -1.21 -3.48 -1.632
C -2.71 4.93 -1.50 0.016
C -3.54 3.94 -1.00 0.001
C 1.65 -1.82 3.48 -1.171
C 2.26 2.90 3.22 -0.774
C 1.04 2.62 2.54 0.015
C -4.96 5.58 0.00 -0.799
C 4.75 -4.03 3.07 -2.146
C 4.54 -2.09 4.64 -1.644
C 2.90 -2.42 1.58 -0.695
C -1.30 3.49 1.89 -0.740
C -4.95 1.38 -3.06 -0.557
C -3.50 2.27 -5.26 -0.777
C 2.01 -0.46 -2.58 -0.756
C 0.01 3.61 2.65 1.115
C 1.95 -1.76 0.80 -0.206
C 2.15 -1.70 -0.67 -0.399
C -3.00 2.46 -3.98 -0.129
C 3.11 -2.59 -2.70 0.511
C 2.85 -4.31 -4.47 -1.637
C -1.40 -0.38 -2.71 -0.264
C 4.41 -4.76 -2.58 -2.095
C -2.35 -1.15 -0.76 -0.335
C -4.15 6.58 -0.51 -0.503
C -2.09 0.42 2.46 -0.418
C 5.00 -3.03 -4.27 -1.665
C 1.08 2.50 -1.07 -1.364
C 2.81 -2.72 -1.35 -0.652
C -3.49 -1.64 1.35 1.338
C -5.45 1.19 -4.34 -0.754
C 3.01 -4.08 4.85 -1.702
H 3.76 -2.85 1.10 0.713
H -1.81 4.67 -2.05 0.245
H 3.73 -4.66 5.43 0.465
H -2.94 2.62 -6.12 0.447
H 5.58 -3.81 -4.77 0.458
H -0.06 -0.63 3.07 0.388
H -0.71 0.31 -3.17 0.424
H -6.40 0.70 -4.48 0.439
H 5.07 -1.43 3.95 0.384
H -1.52 1.25 2.86 0.277
H -2.37 7.04 -1.63 0.431
H 2.89 -1.22 -4.36 0.402
H -5.25 3.44 0.18 0.430
H 3.87 -1.48 5.24 0.347
H 2.49 -3.58 -5.20 0.359
H -0.63 5.39 3.59 0.684
H 3.33 4.12 4.61 0.673
H -5.83 5.83 0.60 0.406
H 5.08 -4.34 -1.82 0.453
H 5.00 -5.46 -3.18 0.445
H -2.05 2.95 -3.83 0.220
H -4.88 -3.32 1.24 0.558
H 1.98 -4.72 -3.94 0.371
H 3.33 -5.12 -5.01 0.443
H 1.47 -1.78 4.55 0.447
H -3.27 0.13 4.23 0.560
H 4.24 -4.79 2.48 0.424
H -4.39 7.62 -0.31 0.397
H 5.42 -4.54 3.77 0.464
H 5.66 -2.48 -3.60 0.379
H 2.13 2.22 -1.09 0.584
H 4.64 -2.34 -5.03 0.346
H -4.52 -1.80 3.24 0.481
H 3.09 -3.61 -0.81 0.817
H -5.12 1.49 -6.44 0.409
H 2.40 -3.51 5.55 0.350
H 1.71 0.47 -3.04 0.320
H -2.16 -1.16 -4.56 0.599
H -3.72 -2.72 -3.43 0.573
H 2.36 -4.78 4.32 0.372
H -5.49 1.05 -2.18 0.496
H 0.94 3.43 -0.54 0.623
H 3.63 -5.33 -2.08 0.366
H 5.26 -2.56 5.30 0.458
H 5.37 -3.42 2.41 0.393
```